Entry from OMol25: the molecule C2H4N4 at a distorted geometry (the ωB97M-V functional and the def2-TZVPD basis).

F_max = 2.14 eV/Å
HOMO level = -8.900 eV
Energy above the lowest of the compared OMol25 structures with the same formula, charge and spin = 2.2555 eV
Total energy = -297.56142 a.u.
Total charge = 0
Gap between HOMO and LUMO = 9.85 eV

Geometry (Å):
1 N 1.754 -0.240 0.291
2 C 0.399 -0.152 0.045
3 C -0.444 0.919 -0.035
4 N -1.701 0.388 -0.304
5 N -1.538 -1.001 -0.353
6 N -0.333 -1.307 -0.106
7 H 2.303 0.499 -0.118
8 H 2.127 -1.159 0.094
9 H -0.234 1.982 0.007
10 H -2.333 0.070 0.478

Results of the Löwdin charge analysis, in e, for atoms 1 through 8: number 1, N, carries 0.0993; number 2, C, carries -0.4166; number 3, C, carries -0.0754; number 4, N, carries -0.0363; number 5, N, carries -0.0490; number 6, N, carries 0.0456; number 7, H, carries 0.0896; number 8, H, carries 0.0880



Entry from OMol25: an isolated ion of composition C2H4N4 and charge +2 at a distorted geometry (the ωB97M-V functional and the def2-TZVPD basis).

F_max = 2.36 eV/Å
HOMO level = -22.440 eV
Energy above the lowest of the compared OMol25 structures with the same formula, charge and spin = 0.7900 eV
Total energy = -296.75527 a.u.
Total charge = +2
Gap between HOMO and LUMO = 10.72 eV

Geometry (Å):
1 C -0.597 1.347 0.521
2 N -0.131 0.288 0.087
3 C 0.414 -0.822 -0.121
4 N 0.403 -1.350 -1.418
5 N -0.212 -0.567 -2.184
6 N -0.768 0.357 -2.404
7 H -1.628 1.420 0.894
8 H -0.021 2.283 0.522
9 H 0.904 -1.399 0.672
10 H 0.811 -2.257 -1.695

Results of the Löwdin charge analysis, in e, for atoms 1 through 8: number 1, C, carries 0.2612; number 2, N, carries 0.1248; number 3, C, carries 0.0662; number 4, N, carries 0.1884; number 5, N, carries 0.0668; number 6, N, carries 0.4975; number 7, H, carries 0.1692; number 8, H, carries 0.1697



Entry from OMol25: the molecule C2H4N4O at a distorted geometry (the ωB97M-V functional and the def2-TZVPD basis).

F_max = 6.44 eV/Å
HOMO level = -9.971 eV
Energy above the lowest of the compared OMol25 structures with the same formula, charge and spin = 5.9930 eV
Total energy = -372.68009 a.u.
Total charge = 0
Gap between HOMO and LUMO = 9.39 eV

Geometry (Å):
1 N -1.744 -0.005 -0.606
2 C -0.771 -0.235 0.565
3 C 0.655 -0.236 0.259
4 N 1.080 1.066 0.070
5 N 2.333 0.916 -0.104
6 O 2.719 -0.500 -0.296
7 N 1.491 -1.257 -0.095
8 H -1.535 -0.309 -1.550
9 H -1.924 0.963 -0.872
10 H -0.856 0.751 1.433
11 H -1.450 -1.153 1.196

Results of the Löwdin charge analysis, in e, for atoms 1 through 8: number 1, N, carries -0.0330; number 2, C, carries -0.2328; number 3, C, carries -0.4210; number 4, N, carries 0.0836; number 5, N, carries 0.0772; number 6, O, carries -0.1016; number 7, N, carries 0.1644; number 8, H, carries 0.0567



Entry from OMol25: the molecule C2H4N4O (the ωB97M-V functional and the def2-TZVPD basis).

F_max = 0.34 eV/Å
HOMO level = -8.538 eV
Energy above the lowest of the compared OMol25 structures with the same formula, charge and spin = 0.1662 eV
Total energy = -372.89422 a.u.
Total charge = 0
Gap between HOMO and LUMO = 9.27 eV

Geometry (Å):
1 N -1.576 -1.564 0.171
2 C -0.611 -0.607 -0.076
3 N -0.306 -0.214 -1.295
4 N 0.616 0.769 -1.039
5 C 0.802 0.875 0.277
6 O 1.665 1.774 0.763
7 N 0.053 0.027 0.943
8 H -1.805 -2.102 -0.654
9 H -1.374 -2.145 0.972
10 H 1.041 1.299 -1.781
11 H 1.474 1.888 1.703

Results of the Löwdin charge analysis, in e, for atoms 1 through 8: number 1, N, carries 0.1116; number 2, C, carries -0.4993; number 3, N, carries 0.0780; number 4, N, carries 0.0574; number 5, C, carries -0.4782; number 6, O, carries 0.1089; number 7, N, carries 0.1713; number 8, H, carries 0.0864



Entry from OMol25: a 3-piece molecular cluster, C2H4N4O2 overall at a distorted geometry (the ωB97M-V functional and the def2-TZVPD basis).

F_max = 11.77 eV/Å
HOMO level = -8.250 eV
Energy above the lowest of the compared OMol25 structures with the same formula, charge and spin = 9.5753 eV
Total energy = -447.75053 a.u.
Total charge = 0
Gap between HOMO and LUMO = 6.66 eV

Geometry (Å):
1 C 0.858 -0.500 0.662
2 C -0.519 0.635 -0.384
3 H 2.336 -0.864 1.714
4 H -1.771 1.200 1.869
5 H -2.481 1.073 -1.103
6 H -0.216 -1.063 -2.295
7 N 0.236 0.149 1.586
8 N -0.536 0.981 0.830
9 N -1.424 0.697 -1.444
10 N 0.486 -0.187 -0.581
11 O 1.884 -1.365 0.799
12 O 1.146 -0.755 -1.652

Results of the Löwdin charge analysis, in e, for atoms 1 through 8: number 1, C, carries -0.4827; number 2, C, carries -0.5793; number 3, H, carries 0.2446; number 4, H, carries 0.3580; number 5, H, carries 0.0915; number 6, H, carries 0.3485; number 7, N, carries 0.0650; number 8, N, carries 0.0122



Entry from OMol25: the molecule C2H4N4O2 at a distorted geometry (the ωB97M-V functional and the def2-TZVPD basis).

F_max = 5.86 eV/Å
HOMO level = -9.905 eV
Energy above the lowest of the compared OMol25 structures with the same formula, charge and spin = 1.8196 eV
Total energy = -448.03554 a.u.
Total charge = 0
Gap between HOMO and LUMO = 9.05 eV

Geometry (Å):
1 N -2.156 -0.304 -0.448
2 C -1.120 0.069 0.458
3 O -0.541 -0.547 1.353
4 N -0.675 1.359 0.080
5 N 0.549 1.307 -0.223
6 C 1.094 0.037 -0.284
7 N 2.414 -0.096 0.164
8 O 0.604 -0.897 -0.927
9 H -2.746 -1.123 -0.306
10 H -2.868 0.548 -1.039
11 H 2.641 -1.062 0.531
12 H 2.804 0.708 0.640

Results of the Löwdin charge analysis, in e, for atoms 1 through 8: number 1, N, carries 0.1102; number 2, C, carries -0.5928; number 3, O, carries 0.0659; number 4, N, carries 0.1341; number 5, N, carries 0.1414; number 6, C, carries -0.6132; number 7, N, carries 0.1566; number 8, O, carries 0.0464



Entry from OMol25: the molecule C2H4N4O2 at a distorted geometry (the ωB97M-V functional and the def2-TZVPD basis).

F_max = 8.92 eV/Å
HOMO level = -8.586 eV
Energy above the lowest of the compared OMol25 structures with the same formula, charge and spin = 4.5542 eV
Total energy = -447.93505 a.u.
Total charge = 0
Gap between HOMO and LUMO = 8.84 eV

Geometry (Å):
1 N -2.339 -0.100 0.147
2 C -1.031 -0.403 0.020
3 N -0.335 -1.625 -0.040
4 O 0.899 -1.334 -0.492
5 N 1.073 -0.019 -0.422
6 N 2.338 0.153 0.353
7 C -0.140 0.647 -0.281
8 O -0.250 1.769 -0.334
9 H -2.576 0.815 0.009
10 H -3.066 -0.847 0.003
11 H 3.150 0.519 -0.272
12 H 2.276 0.425 1.310

Results of the Löwdin charge analysis, in e, for atoms 1 through 8: number 1, N, carries 0.1583; number 2, C, carries -0.2689; number 3, N, carries 0.1269; number 4, O, carries -0.0989; number 5, N, carries -0.0963; number 6, N, carries 0.1060; number 7, C, carries -0.5231; number 8, O, carries 0.1865



Entry from OMol25: a 2-piece molecular cluster, C2H4N4OS overall at a distorted geometry (the ωB97M-V functional and the def2-TZVPD basis).

F_max = 4.08 eV/Å
HOMO level = -7.801 eV
Energy above the lowest of the compared OMol25 structures with the same formula, charge and spin = 3.6560 eV
Total energy = -770.90372 a.u.
Total charge = 0
Gap between HOMO and LUMO = 7.90 eV

Geometry (Å):
1 C -0.568 1.175 0.135
2 C 0.122 -1.521 0.269
3 N -1.675 0.858 -0.102
4 N -0.511 -1.907 1.220
5 N 0.948 -1.532 -0.620
6 N 0.548 1.769 0.498
7 O 1.681 -0.456 -1.123
8 S -3.072 0.211 -0.375
9 H -1.513 -1.922 1.279
10 H 0.536 2.774 0.628
11 H 1.395 1.379 0.098
12 H 2.109 -0.829 -1.906

Results of the Löwdin charge analysis, in e, for atoms 1 through 8: number 1, C, carries -0.2456; number 2, C, carries -0.3409; number 3, N, carries -0.5709; number 4, N, carries 0.1915; number 5, N, carries 0.0301; number 6, N, carries 0.1379; number 7, O, carries -0.0548; number 8, S, carries 0.4913



Entry from OMol25: the molecule C2H4N4S at a distorted geometry (the ωB97M-V functional and the def2-TZVPD basis).

F_max = 4.60 eV/Å
HOMO level = -9.115 eV
Energy above the lowest of the compared OMol25 structures with the same formula, charge and spin = 2.8997 eV
Total energy = -695.72536 a.u.
Total charge = 0
Gap between HOMO and LUMO = 9.25 eV

Geometry (Å):
1 H 2.425 0.569 -1.709
2 N 2.515 0.407 -0.754
3 C 1.325 0.166 -0.258
4 N 1.120 -0.503 1.108
5 C -0.166 -0.473 1.375
6 N -1.004 0.104 0.274
7 S -2.228 -0.953 -0.392
8 N 0.064 0.429 -0.684
9 H -0.603 -1.120 2.178
10 H -3.312 -0.046 -0.111
11 H -0.135 1.420 -1.028

Results of the Löwdin charge analysis, in e, for atoms 1 through 8: number 1, H, carries -0.0005; number 2, N, carries 0.1202; number 3, C, carries -0.4534; number 4, N, carries 0.1124; number 5, C, carries -0.1862; number 6, N, carries -0.4873; number 7, S, carries 0.7125; number 8, N, carries -0.0225



Entry from OMol25: the molecule C2H4N4S at a distorted geometry (the ωB97M-V functional and the def2-TZVPD basis).

F_max = 4.42 eV/Å
HOMO level (alpha / beta) = -7.757 / -7.875 eV
Energy above the lowest of the compared OMol25 structures with the same formula, charge and spin = 5.0176 eV
Total energy = -695.64753 a.u.
Total charge = 0
Gap between HOMO and LUMO (alpha / beta) = 7.17 / 7.85 eV

Geometry (Å):
1 C -0.841 -0.568 -0.270
2 C -0.734 0.879 0.081
3 N 0.432 -1.276 0.160
4 N 0.657 1.367 0.290
5 N 0.571 -2.397 0.404
6 N 1.549 0.518 0.171
7 S 3.107 0.517 0.048
8 H -1.765 -0.919 0.170
9 H -0.653 -0.704 -1.327
10 H -1.167 1.482 -0.679
11 H -1.156 1.103 0.951

Results of the Löwdin charge analysis, in e, for atoms 1 through 8: number 1, C, carries -0.1299; number 2, C, carries -0.1893; number 3, N, carries -0.1371; number 4, N, carries -0.0058; number 5, N, carries 0.1797; number 6, N, carries -0.6956; number 7, S, carries 0.5618; number 8, H, carries 0.1220



> Which of these has the lowest total energy?

C2H4N4OS



> Among the records above, which one has the highest energy above the lowest of the compared OMol25 structures with the same formula, charge and spin?

number 5



> Number 8 is which compound?

C2H4N4OS